Here is 10 unconnected molecules or ions with the total composition C41H47Cl8F5O in a non-equilibrium geometry from the OMol25 dataset. Energies are from the ωB97M-V functional and the def2-TZVPD basis.

Output
- Total charge: 0
- Gap between HOMO and LUMO: 9.572 eV
- Structure (SMILES): Fc1ccccc1.Fc1ccccc1.Fc1ccccc1.Fc1ccccc1.Fc1ccccc1.CC(C)=O.ClCCCl.ClCCCl.ClCCCl.ClCCCl
- DFT total energy: -159093.0584 eV
- 2S+1: 1

Structure (XYZ):
```
102
C41H47Cl8F5O (the ωB97M-V functional and the def2-TZVPD basis)
Cl 4.79 -3.00 -1.75
Cl -0.09 6.59 3.77
Cl 4.93 -3.79 -5.00
Cl 0.77 3.23 3.72
Cl -5.08 -1.56 -1.21
Cl -2.57 0.89 5.43
Cl -4.53 -0.95 1.98
Cl -1.07 -2.05 5.06
F -0.89 0.10 1.19
F -2.14 4.49 0.51
F 0.63 -3.35 -2.95
F -0.64 -3.52 0.71
F 1.51 5.62 -2.56
O 4.64 -0.48 5.18
C -0.17 4.97 -4.03
C -0.05 -5.63 -0.15
C 1.66 3.48 -3.55
C -4.40 1.92 -0.36
C 1.95 2.08 0.12
C -0.72 4.06 -4.90
C -0.31 -6.66 2.41
C -2.98 4.01 -1.64
C 1.09 2.57 -4.46
C -0.38 4.07 4.81
C 3.50 0.99 3.64
C 0.38 0.43 0.72
C -3.80 -2.35 1.18
C -3.83 3.16 -2.33
C -0.43 -0.42 4.53
C -3.60 2.78 0.38
C -0.67 -5.36 2.20
C -0.08 2.84 -5.10
C -2.03 -1.18 -4.11
C 3.81 -2.32 -2.95
C 4.42 -0.17 4.01
C 0.24 -7.50 1.41
C -1.59 0.42 4.02
C -0.70 -0.08 -2.54
C -2.86 3.75 -0.29
C -1.75 0.01 -3.43
C 1.29 -0.56 0.57
C -4.53 2.13 -1.71
C 0.02 5.47 5.21
C 1.01 4.69 -3.39
C 0.68 1.75 0.59
C 0.28 -6.94 0.11
C -1.23 -2.29 -3.96
C 2.91 1.07 -0.18
C 0.14 -1.16 -2.34
C -0.47 -4.82 0.91
C 3.47 -3.26 -4.13
C -0.19 -2.29 -3.07
C 4.92 -1.05 2.90
C 2.60 -0.22 0.15
C -3.56 -2.03 -0.33
H -0.45 0.76 -1.92
H 5.53 -1.89 3.22
H 1.06 -0.97 -1.81
H -3.53 2.69 1.53
H 3.39 -0.94 0.14
H 1.07 5.52 5.59
H -2.26 0.95 -3.49
H -3.30 -2.95 -0.80
H 1.63 1.66 -4.71
H -2.22 -0.03 3.29
H -0.58 5.95 -3.85
H -1.38 -3.26 -4.49
H 3.12 1.39 4.61
H -1.31 3.99 4.21
H 0.29 -0.55 3.77
H -2.47 4.83 -2.11
H -0.03 2.54 0.79
H -1.63 4.29 -5.44
H 2.13 3.09 -0.09
H -1.22 1.26 3.47
H 3.03 -4.18 -3.76
H -0.67 5.86 5.94
H 1.04 -1.58 0.76
H 2.52 3.18 -3.00
H 2.83 -2.03 -2.54
H -3.90 3.39 -3.40
H -1.12 -4.74 2.96
H -2.88 -2.55 1.70
H 4.29 -1.43 -3.35
H -4.55 -3.18 1.21
H 0.06 -5.17 -1.17
H 2.88 -2.72 -4.81
H -0.52 2.14 -5.82
H 3.97 -1.46 2.54
H -0.43 -7.00 3.46
H -0.54 3.49 5.74
H -2.89 -1.30 -4.75
H 0.85 -7.39 -0.69
H -4.94 1.06 0.07
H 3.93 1.26 -0.51
H -5.03 1.42 -2.37
H 0.03 -0.02 5.39
H 0.42 -8.59 1.61
H 4.12 1.78 3.15
H 5.39 -0.48 2.16
H -2.82 -1.22 -0.41
H 2.83 0.56 2.97
```